C3H11N3O | ωB97M-V with the def2-TZVPD basis set

## Properties
Kohn-Sham gap: 9.2321 eV
E_tot: -9806.6003 eV
LUMO level: 0.0236 Eh

The geometry in ORCA input format:
```
! wB97M-V def2-TZVPD RIJCOSX def2/J DEFGRID3
* xyz 0 1
H -1.332 0.375 -3.211
N -1.335 0.736 -2.262
C -0.477 0.119 -1.531
N 0.691 -0.401 -2.083
N -0.533 0.362 -0.148
C 0.610 0.765 0.608
C 0.203 1.280 2.012
H 1.151 -1.136 -1.557
H 0.681 -0.665 -3.055
H -1.472 0.792 -0.236
H 1.347 1.514 0.281
H 1.197 -0.166 0.773
H -0.333 0.542 2.612
H -0.440 2.140 1.801
H 1.089 1.641 2.543
O -0.105 -2.359 1.003
H -0.817 -2.820 0.550
H -0.124 -2.719 1.899
*
```

Here are the Mulliken charges for atoms 1 to 4, given in e:
1 H 0.19
2 N -0.74
3 C 0.29
4 N -0.43


C3H5NO2 | ωB97M-V with the def2-TZVPD basis set

## Properties
Kohn-Sham gap: 10.0560 eV
E_tot: -8774.5873 eV
LUMO level: 0.0310 Eh

The geometry in ORCA input format:
```
! wB97M-V def2-TZVPD RIJCOSX def2/J DEFGRID3
* xyz 0 1
C 1.476 1.372 0.781
C 0.666 0.322 0.759
O -0.670 0.464 0.446
N -1.185 -0.747 0.018
C -0.985 -1.032 -1.319
O -0.170 -0.495 -2.024
H 1.124 2.356 0.493
H 2.513 1.233 1.058
H 0.956 -0.696 1.001
H -2.104 -0.895 0.418
H -1.621 -1.882 -1.630
*
```

Here are the Mulliken charges for atoms 1 to 4, given in e:
1 C -0.69
2 C 0.11
3 O -0.23
4 N -0.26


C5H15N3 | ωB97M-V with the def2-TZVPD basis set

## Properties
Kohn-Sham gap: 9.8585 eV
E_tot: -9898.0333 eV
LUMO level: 0.0439 Eh

The geometry in ORCA input format:
```
! wB97M-V def2-TZVPD RIJCOSX def2/J DEFGRID3
* xyz 0 1
N 1.996 -1.309 -0.637
C 1.246 -0.826 -1.801
C 0.488 0.448 -1.462
C -1.035 0.270 -1.319
C -1.544 -0.265 0.004
N -1.585 0.714 1.095
C -0.700 0.444 2.168
N 0.751 0.649 1.838
H 2.477 -0.521 -0.226
H 2.692 -2.025 -0.820
H 1.895 -0.695 -2.676
H 0.537 -1.605 -2.107
H 0.619 1.182 -2.265
H 0.873 0.948 -0.581
H -1.490 1.241 -1.547
H -1.395 -0.421 -2.085
H -2.563 -0.652 -0.134
H -0.999 -1.148 0.365
H -1.357 1.627 0.726
H -0.866 1.135 2.996
H -0.790 -0.546 2.571
H 1.288 -0.212 1.832
H 1.202 1.254 2.517
*
```

Here are the Mulliken charges for atoms 1 to 4, given in e:
1 N -0.54
2 C -0.60
3 C -0.46
4 C -0.95


C52H74N9O6PbSSb2Si3 | ωB97M-V with the def2-TZVPD basis set

## Properties
Kohn-Sham gap: 5.8109 eV
E_tot: -133612.2062 eV
LUMO level: 0.0468 Eh

The geometry in ORCA input format:
```
! wB97M-V def2-TZVPD RIJCOSX def2/J DEFGRID3
* xyz -1 1
Pb 0.289 -0.138 -0.053
C 2.981 -1.075 5.824
C 3.699 -0.575 4.831
C 3.458 -1.614 2.442
C 2.154 -2.136 1.877
C 1.224 -2.111 2.836
C 1.666 -1.655 5.353
N 1.979 -2.404 0.530
C 1.215 -3.404 0.123
C 0.951 -4.594 0.892
C 0.299 -5.650 0.340
C -0.180 -5.625 -1.002
C -0.006 -4.503 -1.751
C 0.639 -3.365 -1.200
N 0.683 -2.153 -1.802
N 0.320 -2.047 -3.020
C 0.327 -0.729 -3.483
C -0.005 -0.545 -4.833
C 0.025 0.725 -5.366
C 0.396 1.793 -4.553
C 0.684 1.526 -3.230
N 0.639 0.307 -2.693
H 3.309 -1.171 6.852
H 4.697 -0.167 4.935
H 4.065 -1.140 1.670
H 0.268 -2.603 2.761
H 0.822 -1.327 5.958
H 1.323 -4.636 1.908
H 0.143 -6.543 0.935
H -0.688 -6.489 -1.410
H -0.383 -4.429 -2.762
H -0.269 -1.415 -5.418
H -0.243 0.890 -6.402
H 0.446 2.806 -4.928
H 0.964 2.321 -2.553
N 4.957 -4.497 4.488
C 3.947 -3.625 4.012
C 2.671 -3.917 4.723
C 1.748 -3.162 5.324
C 1.551 -1.120 3.901
C 2.971 -0.613 3.521
C 4.256 -2.756 3.035
S 0.331 0.307 3.730
O 1.085 1.450 3.239
O -0.348 0.497 4.986
N -0.556 -0.125 2.472
C -1.418 -1.155 2.452
N -1.995 -1.683 3.545
C -2.701 -2.789 3.363
C -2.848 -3.426 2.141
C -2.271 -2.777 1.061
N -1.621 -1.639 1.192
H 4.620 -5.402 4.779
H 5.753 -4.575 3.873
H 2.521 -4.992 4.824
H 0.940 -3.698 5.812
H 2.909 0.384 3.086
H 5.273 -2.845 2.657
H -3.177 -3.194 4.253
H -3.369 -4.366 2.050
H -2.348 -3.177 0.051
O -2.836 1.971 0.290
C -1.988 2.261 -0.545
O -0.723 2.078 -0.490
C -2.473 2.896 -1.837
C -2.501 2.140 -3.005
C -3.009 2.674 -4.176
C -3.495 3.971 -4.158
C -3.498 4.740 -3.005
C -2.985 4.191 -1.844
N -4.034 4.543 -5.397
O -3.968 3.873 -6.411
O -4.516 5.660 -5.349
H -2.137 1.120 -2.994
H -3.044 2.101 -5.091
H -3.904 5.740 -3.031
H -2.987 4.765 -0.926
C 5.816 1.083 2.152
Si 4.639 2.534 1.915
C 5.772 3.947 1.368
C 3.927 3.041 3.578
Sb 2.722 1.924 0.268
Si 1.601 4.252 0.098
C 0.374 4.347 1.505
C 0.940 4.808 -1.570
C 2.927 5.552 0.450
Si 4.383 1.235 -1.608
C 4.731 -0.558 -1.148
C 3.845 1.211 -3.409
C 6.037 2.140 -1.634
H 6.642 1.428 2.780
H 6.236 0.735 1.207
H 5.349 0.229 2.641
H 6.694 3.857 1.950
H 5.331 4.918 1.583
H 6.036 3.931 0.314
H 4.559 2.666 4.387
H 2.920 2.649 3.731
H 3.879 4.130 3.652
H -0.627 4.047 1.195
H 0.348 5.365 1.902
H 0.664 3.664 2.307
H 0.193 4.141 -1.997
H 1.760 4.932 -2.282
H 0.472 5.786 -1.419
H 3.197 5.579 1.507
H 2.529 6.536 0.181
H 3.834 5.386 -0.132
H 3.817 -1.088 -0.863
H 5.428 -0.640 -0.312
H 5.167 -1.078 -2.006
H 3.075 0.462 -3.590
H 4.728 0.946 -3.997
H 3.469 2.170 -3.768
H 6.554 2.107 -0.676
H 5.926 3.188 -1.920
H 6.673 1.651 -2.378
C -6.086 1.395 -1.866
C -5.876 -0.038 -2.353
C -5.571 -0.057 -3.846
Sb -4.288 -0.943 -1.174
C -5.550 -1.020 0.627
C -5.007 -0.033 1.659
C -5.681 -2.422 1.214
C -4.606 -3.021 -1.811
C -5.988 -3.344 -2.363
C -3.502 -3.412 -2.792
H -6.846 1.902 -2.471
H -5.162 1.974 -1.936
H -6.413 1.430 -0.824
H -6.776 -0.626 -2.150
H -4.723 0.593 -4.068
H -6.424 0.313 -4.425
H -5.326 -1.054 -4.217
H -6.533 -0.675 0.290
H -4.038 -0.355 2.045
H -5.692 0.051 2.510
H -4.857 0.962 1.241
H -4.696 -2.839 1.431
H -6.204 -3.094 0.530
H -6.241 -2.405 2.157
H -4.464 -3.593 -0.890
H -6.173 -2.832 -3.309
H -6.783 -3.054 -1.673
H -6.089 -4.419 -2.551
H -3.574 -2.839 -3.721
H -3.565 -4.474 -3.058
H -2.505 -3.235 -2.381
*
```

Here are the Mulliken charges for atoms 1 to 4, given in e:
1 Pb 3.13
2 C -1.28
3 C -1.22
4 C 1.24


H14O7 | ωB97M-V with the def2-TZVPD basis set

## Properties
Kohn-Sham gap: 8.4055 eV
E_tot: -14547.8818 eV
LUMO level: -0.0271 Eh

The geometry in ORCA input format:
```
! wB97M-V def2-TZVPD RIJCOSX def2/J DEFGRID3
* xyz 0 1
O -14.475 7.246 -11.949
H -15.048 7.345 -12.709
H -13.835 6.585 -12.216
O -11.656 5.499 -12.123
H -12.061 5.281 -11.283
H -12.372 5.856 -12.648
O -11.069 7.164 -10.810
H -10.216 7.402 -10.445
H -10.978 6.242 -11.051
O -13.144 6.051 -13.121
H -13.508 5.380 -13.699
H -13.029 6.816 -13.683
O -12.494 4.377 -10.525
H -13.117 3.992 -11.142
H -12.121 3.628 -10.061
O -11.871 3.250 -12.856
H -12.750 3.470 -12.547
H -11.441 4.097 -12.979
O -10.070 5.103 -11.020
H -10.699 5.121 -11.741
H -9.311 4.641 -11.375
*
```

Here are the Mulliken charges for atoms 1 to 4, given in e:
1 O -0.72
2 H 0.26
3 H 0.63
4 O -1.24


C14H20N2O3SZr | ωB97M-V with the def2-TZVPD basis set

## Properties
Kohn-Sham gap: 8.0507 eV
E_tot: -36066.3712 eV
LUMO level: -0.2955 Eh

The geometry in ORCA input format:
```
! wB97M-V def2-TZVPD RIJCOSX def2/J DEFGRID3
* xyz 2 1
C 2.763 0.651 1.295
C 3.706 1.550 0.450
H 1.737 1.144 1.350
H 3.044 0.592 2.348
H 2.896 -0.436 0.964
H 3.278 2.543 0.270
H 4.629 1.712 1.019
H 3.999 1.117 -0.512
C -0.548 0.607 2.704
C -1.744 0.618 3.414
C -2.924 0.951 2.739
C -2.863 1.302 1.392
H 0.410 0.453 3.205
H -1.751 0.348 4.469
H -3.883 0.953 3.247
H -3.738 1.602 0.819
N -0.512 0.789 1.358
C -1.647 1.192 0.702
C -1.533 1.351 -0.750
N -0.416 0.813 -1.341
C -0.380 0.757 -2.701
C -2.572 1.744 -2.897
C -1.475 1.115 -3.490
H 0.545 0.379 -3.141
H -1.448 0.925 -4.561
C -2.568 1.907 -1.518
H -3.360 2.439 -0.994
H -3.422 2.081 -3.485
Zr 1.138 -0.219 0.062
C 2.521 -0.676 -1.578
H 2.943 0.212 -2.068
H 1.995 -1.256 -2.350
H 3.373 -1.300 -1.268
C -0.870 -3.473 1.558
S 0.630 -2.932 0.749
O 1.156 -1.757 1.599
O 1.552 -4.014 0.596
O 0.215 -2.179 -0.513
H -0.583 -4.175 2.353
H -1.483 -3.990 0.806
H -1.408 -2.615 1.983
*
```

Here are the Mulliken charges for atoms 1 to 4, given in e:
1 C 0.01
2 C -1.08
3 H -0.01
4 H 0.68


Values for energy relative to the best compared isomer or geometry (same formula, charge and spin), eV, ordered as above
1.401; 3.107; 1.118; 0.000; 13.580; 0.394